# C8H14NO

An isolated ion of composition C8H14NO and charge +1 (ωB97M-V/def2-TZVPD, the OMol25 dataset).

Geometry as ORCA input:
```
! wB97M-V def2-TZVPD RIJCOSX def2/J DEFGRID3
* xyz 1 1
C -0.1989 -0.5248 -2.0232
C 0.0227 -1.9615 -1.8649
C -0.1889 -2.6739 -0.7548
C -0.7147 -2.1574 0.4872
C -1.0085 -0.8833 0.7729
C -0.8370 0.2540 -0.1526
O -1.9355 1.0344 -0.4124
N 0.2742 1.2015 0.2138
C -0.1071 2.1026 1.3249
C 1.5308 0.4992 0.5177
H 0.6823 0.0595 -2.2564
H -1.0379 -0.2630 -2.6550
H 0.3670 -2.4654 -2.7620
H -0.0012 -3.7364 -0.7741
H -0.9118 -2.8983 1.2487
H -1.4561 -0.6394 1.7309
H -2.7485 0.5194 -0.3633
H 0.4039 1.7911 -0.6176
H -1.0218 2.6334 1.0673
H -0.2709 1.5201 2.2285
H 0.6901 2.8201 1.5045
H 2.3426 1.2165 0.6142
H 1.4242 -0.0461 1.4535
H 1.7664 -0.2146 -0.2666
*
```

Its SMILES is C=C/C=C\C=C(\O)[NH+](C)C. The value obtained for the energy above the lowest of the compared OMol25 structures with the same formula, charge and spin is 2.620 eV. The LUMO energy comes out at -0.12229 Ha.

=====

# H21O11

A 11-piece molecular cluster, H21O11 overall (ωB97M-V/def2-TZVPD, the OMol25 dataset).

Geometry as ORCA input:
```
! wB97M-V def2-TZVPD RIJCOSX def2/J DEFGRID3
* xyz 0 2
O -2.6690 -3.2590 2.1993
H -1.8687 -3.0633 1.7090
H -3.3758 -2.6182 2.2023
O -0.0681 -3.0769 -2.2177
H -0.3618 -2.1788 -2.4066
H -0.7835 -3.6920 -2.0148
O 3.8603 -1.7212 -0.6490
H -2.5724 1.9542 0.8109
H 0.6417 3.4546 -3.7550
O -1.3591 -1.6659 0.3709
H -1.0575 -2.0775 -0.4590
H 1.3191 -0.7641 0.8332
O 1.7774 1.3935 3.4163
H 0.4679 3.6580 1.1739
H -0.7740 -0.8600 0.3683
O 1.2385 3.9243 -3.1467
H 1.3830 3.1001 -2.6459
H -0.6801 1.0245 -0.4722
O -0.0299 0.3005 -0.3505
H 2.9879 -1.8268 -1.0453
O -3.4631 2.1684 1.1086
H 3.6607 -2.0164 0.2489
H -3.3354 2.1129 2.0631
O -0.9143 -0.5587 -2.7912
H -0.4912 -0.5627 -1.9054
H -1.3079 0.3257 -2.7409
O -0.2139 3.0165 0.9260
H 1.2214 1.2401 2.6478
H 0.3183 2.2159 0.8549
O 2.0712 -0.3713 1.2793
H 1.7540 0.5407 3.8595
H 2.6243 -0.1171 0.5278
*
```

The value obtained for the energy above the lowest of the compared OMol25 structures with the same formula, charge and spin is 0.491 eV. The LUMO energy (spin up / spin down) comes out at -0.02952 / -0.19462 Ha.

=====

# C26H43F10N3O22S4TiY

C26H43F10N3O22S4TiY as an isolated structure (ωB97M-V/def2-TZVPD, the OMol25 dataset).

Geometry as ORCA input:
```
! wB97M-V def2-TZVPD RIJCOSX def2/J DEFGRID3
* xyz 0 4
Y -1.6350 -1.7560 -2.3208
Ti -2.2508 2.1602 -3.1612
C -4.7633 0.3033 -2.0551
O -4.5511 1.6320 -2.5578
O -3.5135 -0.2346 -1.9751
C -5.4155 0.4352 -0.6890
F -4.7150 1.1468 0.1877
F -6.6012 1.1090 -0.8821
F -5.7909 -0.7342 -0.1629
C -5.5063 1.9540 -3.5804
C -5.1284 3.3030 -4.1627
H -5.8712 3.6632 -4.8769
H -4.8989 4.1558 -3.5220
H -4.2413 3.1886 -4.8117
H -6.5104 2.0248 -3.1653
H -5.5181 1.2741 -4.4346
H -5.3738 -0.3370 -2.6958
C -0.1831 0.7558 -4.6067
O 0.1347 1.7968 -3.6536
O -1.0674 -0.0381 -3.9150
C -0.5820 1.3179 -5.9858
F -1.8747 1.7366 -5.9930
F 0.2214 2.3753 -6.2649
F -0.3104 0.3939 -6.9150
C 1.4737 1.8692 -3.1289
C 1.6238 3.0737 -2.2135
H 2.6851 3.1042 -1.9635
H 1.2582 3.9686 -2.7126
H 1.1066 2.8845 -1.2701
H 2.1901 2.0511 -3.9314
H 1.6339 0.9566 -2.5558
H 0.7634 0.2105 -4.6747
N -0.1790 -3.2757 -3.0711
S -0.0025 -4.8083 -3.5350
O 0.4196 -5.7274 -2.5344
O 0.2068 -5.0899 -4.9220
F -1.6062 -5.1549 -3.4780
S 1.4221 -2.9478 -3.6639
O 1.4085 -2.3682 -4.9647
O 2.5046 -3.8051 -3.3028
F 1.6867 -1.6135 -2.8215
N -0.3459 -1.0349 -0.6784
S -0.3187 0.1731 0.3229
O 0.8454 1.0297 0.5582
O -1.3018 0.1632 1.3794
F -1.1311 1.0332 -0.8608
S 0.8231 -1.7867 0.3792
O 0.4040 -2.3405 1.6533
O 2.1740 -1.3152 0.3299
F 0.9019 -3.1402 -0.5001
O 5.0387 2.4712 4.0200
C 4.2936 2.9912 3.2365
O 3.2569 2.3570 2.6685
C 3.0382 0.9899 2.9928
C 2.2468 0.7347 4.2924
C 4.4325 4.4270 2.7574
H 3.9925 0.4682 2.9005
H 2.4412 0.5067 2.2227
H 2.6404 1.3092 5.1327
H 2.2598 -0.3266 4.5201
H 1.2685 1.1819 4.1087
H 4.0758 4.4021 1.7298
H 5.4932 4.6270 2.8693
H 3.8321 5.0782 3.3873
O 2.5375 -7.1179 0.1357
C 2.1160 -7.0869 1.2715
O 2.3804 -6.0718 2.1035
C 2.7394 -4.8043 1.5326
C 3.5727 -3.9431 2.4733
C 1.7693 -8.3445 2.0105
H 1.8601 -4.3262 1.1094
H 3.4048 -5.0348 0.6977
H 4.3932 -4.4999 2.9246
H 3.0412 -3.4152 3.2652
H 4.0049 -3.1691 1.8355
H 1.8809 -9.1748 1.3218
H 0.8287 -8.2389 2.5529
H 2.4987 -8.4962 2.8086
C -4.3293 4.4957 1.9352
C -2.9662 3.9087 2.3407
C -2.3161 2.9680 1.3265
C -2.3087 3.2632 -0.0916
N -2.3275 3.5106 -1.2139
H -5.0811 3.7618 1.6306
H -4.2966 5.2090 1.1089
H -4.8152 5.0267 2.7546
H -3.0503 3.3299 3.2579
H -2.3089 4.7541 2.5476
H -2.9201 2.0552 1.3846
H -1.3401 2.6341 1.6805
C -2.4187 -0.2244 4.6664
C -2.6169 -1.5927 5.3714
O -3.4650 -1.2981 6.4743
C -3.8925 -0.0294 6.3841
O -4.6783 0.4859 7.1239
O -3.4567 0.5628 5.2755
H -2.6049 -0.3525 3.6040
H -1.4845 0.2879 4.8845
H -1.6302 -2.0368 5.4916
H -3.1871 -2.2398 4.7043
C 4.3449 -0.1476 -1.6008
C 4.2491 0.5766 -0.2501
O 5.1146 1.7110 -0.3944
C 5.8174 1.6185 -1.5273
O 6.7430 2.3009 -1.8346
O 5.3674 0.5873 -2.2980
H 3.3730 -0.0187 -2.0776
H 4.5647 -1.2093 -1.6577
H 4.6444 -0.0510 0.5458
H 3.2381 0.9221 -0.0683
*
```

The LUMO energy (spin up / spin down) comes out at -0.06605 / -0.07181 Ha.

=====

# C45H48F7NOPS

A 8-piece molecular cluster, C45H48F7NOPS overall (ωB97M-V/def2-TZVPD, the OMol25 dataset).

Geometry as ORCA input:
```
! wB97M-V def2-TZVPD RIJCOSX def2/J DEFGRID3
* xyz -1 1
N -1.5148 -3.1718 -1.4631
C -1.9632 -2.4195 -0.2024
P -3.8639 -2.1115 -0.3705
S -3.6701 0.0014 0.0584
C -5.7906 -2.0288 -0.4134
C -6.5245 -3.4931 -0.4913
O -6.9946 -3.7738 -1.8749
H -1.8862 -2.7124 -2.3304
H -1.9887 -4.1136 -1.4445
H -1.3438 -1.4477 0.0053
H -1.8244 -3.2065 0.6842
H -3.7684 -1.7677 -1.7670
H -3.9813 -3.4943 -0.7700
H -3.9654 -2.4102 1.0379
H -4.4312 0.6954 -0.9340
H -6.1294 -1.3831 -1.3475
H -6.1849 -1.4508 0.5470
H -7.4701 -3.4681 0.2178
H -5.8647 -4.3960 -0.1442
H -6.1596 -3.9845 -2.3899
F -7.1628 -6.5483 1.6766
C -8.4564 -6.6787 1.3539
C -8.9009 -6.2317 0.1145
C -10.2468 -6.3719 -0.2239
C -11.1361 -6.9484 0.6863
C -10.6813 -7.3894 1.9299
C -9.3334 -7.2592 2.2634
H -8.1972 -5.7788 -0.5763
H -10.6028 -6.0327 -1.1936
H -12.1866 -7.0536 0.4236
H -11.3761 -7.8341 2.6382
H -8.9612 -7.6048 3.2222
F -7.4874 1.2266 -1.8343
C -6.9412 1.8199 -2.9040
C -6.6761 3.1845 -2.8686
C -6.1026 3.8017 -3.9803
C -5.8104 3.0486 -5.1201
C -6.0849 1.6804 -5.1477
C -6.6480 1.0615 -4.0319
H -6.9175 3.7549 -1.9776
H -5.8843 4.8665 -3.9598
H -5.3673 3.5312 -5.9885
H -5.8604 1.0971 -6.0375
H -6.8596 -0.0026 -4.0330
F -2.5591 3.1639 -3.8321
C -1.4813 2.4984 -3.3963
C -0.2585 3.1554 -3.3137
C 0.8629 2.4643 -2.8551
C 0.7511 1.1193 -2.4942
C -0.4795 0.4672 -2.5855
C -1.6029 1.1616 -3.0334
H -0.1891 4.1980 -3.6063
H 1.8217 2.9711 -2.7794
H 1.6270 0.5793 -2.1408
H -0.5631 -0.5808 -2.3080
H -2.5690 0.6727 -3.1021
F 3.6534 2.1766 -1.3903
C 4.1794 1.3630 -0.4650
C 4.0252 -0.0127 -0.5963
C 4.5771 -0.8604 0.3641
C 5.2684 -0.3217 1.4521
C 5.4134 1.0608 1.5777
C 4.8711 1.9075 0.6113
H 3.4779 -0.4126 -1.4437
H 4.4688 -1.9377 0.2664
H 5.6949 -0.9830 2.2033
H 5.9483 1.4779 2.4275
H 4.9821 2.9840 0.6886
F 9.8714 4.4858 -4.0547
C 8.6518 4.0763 -3.6811
C 8.3396 2.7222 -3.7312
C 7.0716 2.2947 -3.3373
C 6.1255 3.2285 -2.9077
C 6.4468 4.5861 -2.8658
C 7.7183 5.0118 -3.2490
H 9.0846 2.0124 -4.0755
H 6.8202 1.2374 -3.3654
H 5.1351 2.8952 -2.6049
H 5.7074 5.3114 -2.5350
H 7.9879 6.0622 -3.2142
F 7.3409 3.2017 3.7850
C 8.4187 2.5362 4.2208
C 9.6415 3.1933 4.3034
C 10.7629 2.5021 4.7620
C 10.6511 1.1571 5.1229
C 9.4205 0.5050 5.0316
C 8.2971 1.1994 4.5837
H 9.7109 4.2359 4.0108
H 11.7217 3.0089 4.8377
H 11.5270 0.6171 5.4763
H 9.3369 -0.5430 5.3091
H 7.3310 0.7105 4.5150
F 3.0031 -1.1103 3.4423
C 2.5121 -0.2188 4.3133
C 2.8251 -0.3370 5.6630
C 2.3182 0.5941 6.5696
C 1.4943 1.6276 6.1173
C 1.1818 1.7348 4.7613
C 1.6978 0.8103 3.8536
H 3.4598 -1.1512 5.9971
H 2.5634 0.5150 7.6258
H 1.0956 2.3510 6.8254
H 0.5369 2.5377 4.4121
H 1.4723 0.8839 2.7948
*
```

The LUMO energy comes out at 0.06940 Ha.